(1)
# C5H6O2

A single C5H6O2 molecule (ωB97M-V with the def2-TZVPD basis set, OMol25).

total charge	0
SMILES	CO/C=C\C=C=O
LUMO level	0.9	eV

CARTESIAN COORDINATES (ANGSTROEM)
C  1.8708  0.7470  -0.5196
O  0.4841  0.7160  -0.2423
C  0.1624  0.1836  0.9717
C  -0.9460  -0.5455  1.1049
C  -1.8417  -0.8854  0.0012
C  -1.7323  -0.4279  -1.2374
O  -1.7206  -0.0694  -2.3473
H  2.0027  1.3336  -1.4302
H  2.4247  1.2224  0.3018
H  2.2631  -0.2658  -0.6749
H  0.8271  0.4301  1.7994
H  -1.2216  -0.9040  2.0906
H  -2.6665  -1.5727  0.1563

***

(2)
# C5H6O2

A single C5H6O2 molecule (ωB97M-V with the def2-TZVPD basis set, OMol25).

total charge	0
LUMO level	-0.3	eV

CARTESIAN COORDINATES (ANGSTROEM)
O  1.8341  -2.0659  1.2677
C  0.9770  -1.2186  1.2029
C  -0.0567  -1.2566  0.1208
O  -1.2464  -0.5113  0.2909
C  -1.0505  1.8583  0.2080
C  0.1870  1.3052  -0.4541
C  -0.3113  -0.0937  -0.7400
H  0.9163  -0.3763  1.9208
H  -0.2171  -2.2437  -0.3068
H  -1.8432  1.6909  -0.5574
H  0.4062  1.8458  -1.3864
H  1.0770  1.3514  0.1834
H  -0.6724  -0.2855  -1.7498

***

(3)
# C5H6O2

C5H6O2 as an isolated structure (ωB97M-V with the def2-TZVPD basis set, OMol25).

total charge	0
LUMO level	0.1	eV

CARTESIAN COORDINATES (ANGSTROEM)
O  -0.8106  -2.2875  0.9099
C  -0.3267  -1.3061  1.7965
C  0.1396  -0.0476  1.0508
C  0.4638  0.3456  -0.1111
C  0.7739  1.0650  -1.2155
C  -0.3021  1.5615  -2.0512
O  -0.1430  1.9759  -3.1819
H  -0.1159  -2.5006  0.2727
H  0.4938  -1.6982  2.4172
H  -1.1608  -1.0831  2.4672
H  1.8079  1.1829  -1.5105
H  0.4959  1.2750  0.7445
H  -1.3159  1.5172  -1.5886

***

(4)
# C5H6O2

C5H6O2 as an isolated structure (ωB97M-V with the def2-TZVPD basis set, OMol25).

total charge	0
LUMO level	0.4	eV

CARTESIAN COORDINATES (ANGSTROEM)
C  1.7911  -0.1126  -0.3988
C  0.4407  0.1397  0.2190
O  -0.2185  1.3747  -0.1584
C  -1.4802  0.7052  -0.1077
C  -0.8437  -0.6686  -0.1084
O  -1.5422  -0.9610  1.1300
C  -2.0069  0.2749  1.3243
H  2.4526  0.7187  -0.1355
H  1.7858  -0.2322  -1.4852
H  2.2021  -1.0198  0.0591
H  -2.2497  1.0985  -0.7752
H  -0.8864  -1.4520  -0.8713
H  0.5554  0.1346  1.3080

***

(5)
# C5H6O2

C5H6O2 as an isolated structure (ωB97M-V with the def2-TZVPD basis set, OMol25).

total charge	0
LUMO level	1.1	eV

CARTESIAN COORDINATES (ANGSTROEM)
C  -1.7114  -0.8587  -0.2451
C  -0.2307  -0.4173  -0.5753
C  1.5666  0.2882  -0.4788
C  1.0450  1.1300  0.5643
C  -0.5479  -0.3851  0.8005
H  -2.3619  -0.1047  -0.6995
H  -2.0056  -1.9112  -0.1050
H  -0.4777  0.5216  -1.0825
H  2.7237  0.4273  -0.6124
H  1.4428  2.1072  1.0493
H  -0.1617  -1.0217  1.5884
O  0.9832  -0.7469  -1.1228
O  -0.2644  0.9715  0.9189

***

(6)
# C5H6O2

A single C5H6O2 molecule (ωB97M-V with the def2-TZVPD basis set, OMol25).

total charge	0
SMILES	O=CC#CCCO
LUMO level	0.0	eV

CARTESIAN COORDINATES (ANGSTROEM)
O  1.9953  1.2272  -0.5965
C  2.0754  0.3816  0.2784
C  1.1118  0.2834  1.3504
C  -0.0603  -0.0521  1.3663
C  -1.3031  -0.4480  0.7273
C  -0.8526  -0.3349  -0.7745
O  -0.7430  0.9970  -1.1840
H  2.8045  -0.4336  0.1938
H  -2.1327  0.2396  0.9050
H  -1.6034  -1.4700  0.9801
H  0.1157  -0.8601  -0.8539
H  -1.5628  -0.8537  -1.4270
H  0.1553  1.3236  -0.9653

***

> Which formula does entry 1 have?

C5H6O2

***

Repeat the fifth record exactly.
# C5H6O2

C5H6O2 as an isolated structure (ωB97M-V with the def2-TZVPD basis set, OMol25).

total charge	0
LUMO level	1.1	eV

CARTESIAN COORDINATES (ANGSTROEM)
C  -1.7114  -0.8587  -0.2451
C  -0.2307  -0.4173  -0.5753
C  1.5666  0.2882  -0.4788
C  1.0450  1.1300  0.5643
C  -0.5479  -0.3851  0.8005
H  -2.3619  -0.1047  -0.6995
H  -2.0056  -1.9112  -0.1050
H  -0.4777  0.5216  -1.0825
H  2.7237  0.4273  -0.6124
H  1.4428  2.1072  1.0493
H  -0.1617  -1.0217  1.5884
O  0.9832  -0.7469  -1.1228
O  -0.2644  0.9715  0.9189